{
  "formula": "C50H135N5O30",
  "method": "ωB97M-V/def2-TZVPD",
  "symbols": ["C", "C", "O", "O", "H", "H", "H", "H", "H", "H", "C", "C", "O", "O", "H", "H", "H", "H", "H", "H", "C", "C", "O", "O", "H", "H", "H", "H", "H", "H", "C", "C", "O", "O", "H", "H", "H", "H", "H", "H", "C", "C", "O", "O", "H", "H", "H", "H", "H", "H", "C", "C", "O", "O", "H", "H", "H", "H", "H", "H", "C", "C", "O", "O", "H", "H", "H", "H", "H", "H", "C", "C", "O", "O", "H", "H", "H", "H", "H", "H", "C", "C", "O", "O", "H", "H", "H", "H", "H", "H", "C", "C", "O", "O", "H", "H", "H", "H", "H", "H", "C", "O", "C", "C", "N", "C", "C", "O", "C", "H", "H", "H", "H", "H", "H", "H", "H", "H", "H", "H", "H", "H", "H", "H", "C", "O", "C", "C", "N", "C", "C", "O", "C", "H", "H", "H", "H", "H", "H", "H", "H", "H", "H", "H", "H", "H", "H", "H", "C", "O", "C", "C", "N", "C", "C", "O", "C", "H", "H", "H", "H", "H", "H", "H", "H", "H", "H", "H", "H", "H", "H", "H", "C", "O", "C", "C", "N", "C", "C", "O", "C", "H", "H", "H", "H", "H", "H", "H", "H", "H", "H", "H", "H", "H", "H", "H", "C", "O", "C", "C", "N", "C", "C", "O", "C", "H", "H", "H", "H", "H", "H", "H", "H", "H", "H", "H", "H", "H", "H", "H"],
  "coordinates": [[22.80599, 24.13994, 13.61052], [21.51152, 24.69361, 13.10746], [20.52038, 24.65817, 14.13362], [23.31253, 24.89172, 14.70125], [23.54243, 24.21637, 12.81588], [22.77188, 23.06523, 13.91278], [21.20700, 24.00728, 12.32426], [21.54700, 25.70967, 12.67961], [20.38760, 23.77075, 14.45479], [22.64186, 24.92461, 15.40330], [24.42708, 27.77398, 17.82006], [25.89726, 27.98568, 17.49997], [26.54940, 28.72198, 18.57600], [24.16657, 27.20769, 19.10461], [24.01358, 27.01021, 17.10859], [23.83572, 28.68399, 17.70812], [26.05574, 28.51972, 16.54796], [26.36986, 26.96890, 17.40596], [27.31268, 28.20918, 18.86800], [24.56662, 27.80968, 19.77761], [20.69150, 18.66793, 19.51995], [21.49380, 17.77758, 20.47649], [22.89362, 17.97859, 20.47299], [21.05312, 19.98904, 19.76463], [19.62789, 18.37750, 19.57924], [20.96175, 18.43171, 18.47546], [21.33308, 16.70175, 20.25518], [21.05104, 17.96708, 21.45796], [23.01081, 18.92696, 20.61612], [20.25731, 20.51233, 19.92581], [16.91714, 20.51491, 20.02493], [17.73418, 21.05490, 18.89146], [18.84911, 21.65503, 19.48860], [15.88202, 19.77765, 19.42764], [16.57856, 21.28332, 20.74427], [17.64260, 19.87733, 20.61335], [17.25874, 21.82161, 18.33785], [17.92832, 20.21904, 18.20213], [19.43870, 22.13944, 18.85918], [15.62117, 19.01560, 19.98718], [18.25996, 18.00030, 15.80915], [16.74416, 17.92346, 16.04168], [16.35760, 17.63720, 17.36644], [18.94996, 16.87924, 16.20944], [18.65423, 18.87499, 16.35748], [18.48720, 18.19708, 14.78721], [16.39936, 17.15515, 15.35831], [16.36792, 18.86024, 15.62350], [16.49022, 18.40856, 17.91891], [18.49495, 16.56139, 17.01533], [20.19623, 28.12869, 13.11849], [20.47378, 29.57924, 13.26097], [21.42681, 29.82796, 14.26214], [19.58688, 27.56568, 14.26510], [21.14307, 27.57800, 12.80357], [19.45380, 28.02412, 12.30845], [19.52906, 30.07013, 13.51439], [20.90812, 29.97256, 12.33914], [21.19613, 29.66194, 15.21945], [19.74447, 26.59297, 14.26568], [25.54812, 21.95186, 15.51966], [25.22076, 20.49004, 15.13115], [24.06123, 20.12342, 15.87429], [25.79149, 22.08027, 16.91661], [24.71496, 22.58480, 15.17584], [26.43109, 22.28771, 15.04751], [26.10253, 19.94450, 15.46745], [24.97759, 20.36610, 14.04969], [23.98563, 19.13441, 15.83837], [25.16017, 21.53349, 17.43828], [24.72896, 28.01280, 13.47976], [24.94140, 28.28268, 11.99632], [23.73360, 28.71230, 11.38378], [24.34006, 29.23506, 14.18799], [25.59995, 27.57506, 13.99199], [23.95478, 27.23003, 13.54053], [25.15876, 27.29718, 11.56620], [25.75232, 28.96117, 11.70379], [23.65570, 29.68475, 11.54463], [23.36761, 29.30083, 14.24393], [23.07278, 28.32614, 22.01838], [22.79618, 26.87254, 21.89985], [23.45704, 26.06044, 22.86921], [24.50355, 28.60398, 21.84039], [22.81549, 28.55785, 23.03194], [22.49599, 28.88290, 21.29362], [22.94849, 26.49642, 20.87925], [21.71294, 26.69909, 21.97868], [24.27338, 25.70763, 22.45950], [24.96628, 27.87807, 22.35304], [26.81274, 24.86475, 20.86570], [26.52228, 23.76896, 19.91239], [26.15012, 24.38390, 18.70922], [25.62168, 25.51012, 21.21280], [27.50496, 25.52412, 20.24902], [27.36574, 24.58744, 21.78176], [25.72753, 23.09054, 20.37344], [27.36540, 23.11770, 19.73053], [25.95434, 23.70232, 18.03969], [25.23640, 25.88412, 20.44293], [16.98321, 21.62464, 10.67195], [15.62829, 22.04469, 10.80180], [15.25187, 23.30563, 10.12441], [13.82840, 23.68563, 10.49949], [13.76830, 24.20486, 11.83562], [12.49885, 24.77937, 12.25808], [12.04581, 26.14613, 11.74530], [11.68718, 25.96601, 10.32009], [10.33989, 26.27509, 10.04635], [17.09562, 20.71539, 11.26142], [17.72084, 22.38339, 11.02026], [17.23878, 21.45306, 9.61739], [15.30015, 23.18325, 9.04778], [16.00167, 24.08392, 10.38453], [13.09724, 22.93504, 10.43160], [13.45358, 24.46719, 9.81106], [14.51718, 24.82132, 12.08643], [12.64151, 24.81651, 13.37596], [11.67216, 24.07442, 12.10662], [12.84397, 26.93334, 11.77072], [11.26338, 26.54155, 12.40468], [10.36024, 26.23275, 8.92398], [10.07741, 27.29125, 10.38032], [9.54256, 25.60628, 10.47548], [20.80667, 15.66503, 13.94979], [21.77834, 16.65213, 13.71796], [21.53153, 17.81106, 14.45638], [21.90872, 17.68646, 15.93270], [23.31756, 17.48365, 16.06407], [23.76686, 17.25108, 17.48099], [25.26922, 16.89936, 17.36997], [25.41145, 15.82502, 16.49980], [26.64056, 15.11267, 16.57163], [20.89689, 15.19199, 14.90759], [20.90385, 14.85301, 13.24504], [19.78511, 15.99494, 13.95331], [20.50006, 18.15710, 14.34141], [22.18215, 18.60826, 14.06244], [21.33224, 16.91189, 16.44475], [21.60699, 18.65143, 16.40525], [23.57509, 16.69095, 15.51432], [23.19967, 16.45199, 17.99352], [23.66984, 18.19008, 18.06534], [25.68854, 16.75441, 18.34711], [25.73033, 17.90426, 17.05600], [26.68545, 14.60849, 15.58612], [26.52119, 14.36029, 17.37555], [27.53937, 15.77170, 16.68204], [18.99464, 21.39488, 14.31831], [19.61669, 22.07723, 15.41056], [20.64709, 21.31273, 15.97164], [21.52566, 22.23819, 16.73580], [20.66012, 23.03888, 17.70778], [21.45635, 23.83080, 18.61477], [22.39083, 24.77129, 17.96586], [21.62175, 25.38488, 16.94155], [20.96707, 26.48745, 17.40182], [19.61194, 20.65052, 13.82020], [18.70107, 22.10884, 13.55270], [18.19600, 20.79089, 14.77829], [21.24036, 20.85056, 15.12799], [20.27019, 20.49165, 16.62334], [21.98134, 22.88495, 15.90461], [22.27614, 21.70725, 17.36792], [20.04984, 23.59471, 17.15253], [21.88169, 23.15655, 19.36578], [20.75313, 24.44354, 19.19881], [23.20640, 24.29605, 17.46789], [22.80858, 25.55622, 18.60649], [20.54495, 27.09852, 16.57132], [21.58150, 27.10866, 18.03652], [20.07458, 26.21504, 18.04874], [19.38636, 29.49708, 17.42103], [20.58624, 30.00073, 16.87426], [21.32888, 30.59375, 17.95772], [22.40502, 31.42860, 17.31927], [21.87639, 32.58766, 16.67465], [22.88908, 33.22644, 15.75903], [23.76619, 34.16020, 16.56278], [24.73714, 34.85050, 15.72064], [25.39897, 35.90985, 16.34968], [19.51049, 28.72301, 18.16983], [18.88138, 29.00414, 16.60986], [18.81322, 30.31285, 17.85748], [21.82744, 29.85588, 18.54653], [20.68210, 31.22792, 18.48789], [22.88836, 30.81373, 16.52971], [23.12407, 31.69608, 18.10960], [21.03381, 32.39229, 16.12589], [22.30268, 33.78989, 15.06011], [23.44803, 32.39815, 15.30014], [24.30921, 33.63685, 17.36512], [23.12351, 34.88455, 17.04282], [26.03401, 36.35901, 15.58875], [25.98882, 35.60578, 17.19966], [24.70261, 36.72605, 16.60315], [15.71076, 14.19204, 15.40430], [16.01047, 14.75561, 14.14627], [17.02236, 13.98266, 13.45317], [17.09230, 14.38915, 11.97904], [17.85879, 15.60087, 11.81214], [18.04384, 15.90803, 10.45092], [19.24630, 16.83843, 10.22856], [18.94722, 18.15136, 10.71422], [20.08302, 19.03390, 10.55946], [14.97980, 14.80268, 15.96549], [16.54527, 14.15110, 16.05382], [15.25453, 13.20164, 15.35294], [16.75170, 12.96416, 13.50550], [17.96230, 14.25892, 14.00583], [16.10113, 14.23461, 11.42595], [17.70515, 13.56964, 11.57599], [17.47075, 16.39734, 12.31372], [17.15786, 16.27133, 9.89404], [18.26814, 14.95416, 9.92650], [19.38689, 16.88259, 9.13516], [20.11157, 16.38931, 10.69452], [20.15434, 19.37105, 9.51771], [20.97296, 18.52932, 10.81258], [19.85256, 19.83510, 11.29643]],
  "forces_ev_per_a": [[0.9931, 0.3971, 0.7309], [-0.7698, -1.0517, 0.0088], [-0.0637, 1.4633, -0.3282], [0.2172, -0.0996, -0.0378], [0.2204, -0.0541, -0.1695], [-0.4747, 0.4390, -0.4140], [-0.2384, -0.0122, -0.6352], [0.2644, -0.5163, 0.5000], [-0.1518, -0.7590, 0.2875], [-0.1741, 0.2837, -0.1181], [-0.6147, -0.8912, -0.7246], [0.9759, -0.8198, 0.5172], [-0.3842, -0.4669, -0.5233], [0.9364, 0.7774, 0.5758], [0.3891, 0.8009, 0.2883], [0.1180, 0.2095, -0.0695], [-0.3761, -0.1115, 0.3401], [-0.3540, 0.8600, 0.1173], [-0.2342, 0.1497, -0.0793], [-0.3181, -0.2357, -0.3763], [1.0239, -1.5632, -1.0282], [-0.8571, -0.8582, -0.0947], [-0.3579, 0.4731, -0.0721], [-0.1275, 0.5433, 0.3395], [0.0988, 0.5949, 0.4214], [0.0472, -0.0603, 0.2123], [0.0314, 0.5760, -0.0170], [0.2691, -0.0399, 0.3365], [0.1135, -0.0154, -0.0075], [-0.2392, 0.4042, -0.0679], [1.0597, -0.5148, 0.9765], [0.4900, 0.3147, 0.2728], [1.1879, -0.0999, 0.4623], [-0.8009, -1.2691, 0.4587], [-0.1262, -0.1408, -0.5654], [-0.8039, 0.2894, -0.4611], [-1.1251, 0.6037, -0.7380], [0.4426, 0.0733, 0.0985], [-0.2401, -0.1776, -0.3158], [0.1660, 0.8646, -0.3873], [-0.7039, 1.3946, 1.3766], [0.9454, 0.2594, -1.2693], [0.2752, -0.5391, -0.4928], [-0.0776, -1.5818, 0.9990], [-0.0735, 0.0868, 0.0542], [-0.1397, -0.0002, -1.0529], [-0.4634, -0.4783, 0.3049], [-0.4456, 0.2187, 0.4174], [-0.1131, 0.5530, 0.2385], [0.3668, 0.0783, -0.4567], [0.1060, -1.5931, -1.5055], [-0.0813, 0.0310, 1.2029], [1.3061, 0.2690, 1.1760], [0.4924, -0.5890, 0.5411], [-1.0319, 0.7552, 0.5349], [0.3913, 0.0065, -0.2563], [-0.0240, 0.2842, -0.2144], [-0.3003, -0.0240, -0.0085], [-0.5903, 0.0935, -1.3983], [-0.0931, 0.7743, 0.0064], [-1.7004, -0.8408, -0.1519], [-0.3586, 1.0202, 0.4284], [0.4523, -0.0662, 0.0348], [-0.4967, -0.3404, 0.7149], [0.1343, 0.0770, 0.3711], [1.0124, 0.2949, -0.6341], [-0.0124, -0.6269, -0.3452], [0.7101, 0.2200, 0.5467], [-0.2966, 0.0767, 0.0340], [0.3593, 0.3419, -0.9202], [-0.5895, 0.9601, 0.5376], [0.0177, -0.6869, -0.0570], [-0.2218, 1.3113, 0.1293], [0.2408, -1.0770, -0.3819], [0.0030, 0.3931, -0.3193], [-0.0259, 0.3977, 0.1538], [0.1106, 0.1529, -0.1864], [0.0133, -0.0656, 0.5363], [0.0432, -1.2445, -0.0705], [0.2001, -0.1137, -0.2767], [1.7511, -0.4009, 0.3460], [-1.0288, -1.6924, -0.9196], [0.2529, 0.4453, -0.3658], [-0.4170, -1.3028, 0.4218], [-0.3245, 0.7749, 0.6039], [0.0432, 0.3187, -0.1297], [0.5886, 0.1291, 0.1547], [0.0368, 0.2203, 0.5563], [-0.4094, 0.1089, 0.1622], [-0.6897, 1.1943, -0.7695], [1.7284, 0.8156, -0.5992], [-0.8340, -1.9391, 0.4927], [-0.6245, -0.0287, -0.5242], [0.3313, 0.0294, 1.7351], [-0.6737, -0.1659, 0.9546], [-0.5243, -0.1114, -0.4349], [0.4994, 0.8242, -0.7018], [0.6381, -0.1366, 0.1610], [0.1244, 0.1202, 0.1127], [-0.6470, 0.5742, -1.5982], [-0.2210, 0.9714, -0.3951], [-0.1504, 1.0917, -0.3984], [0.5386, -1.4698, 0.7064], [1.0031, 2.2948, -0.2675], [-0.8493, -0.0597, 0.6662], [0.5526, -0.0452, 1.9866], [1.0887, -0.1282, -1.2319], [-0.3128, 0.3948, 2.2819], [-0.2396, 0.1448, -1.3032], [-0.0199, -0.0018, -0.1531], [-0.4875, -0.1819, 0.1094], [-0.0544, -0.2904, 0.0852], [0.1342, -0.2768, -0.3415], [-0.5324, -0.1882, 0.0942], [-0.5493, -1.6432, -0.2434], [0.5063, -0.2802, -0.3172], [0.3941, 0.2125, -0.1695], [-0.5633, 0.3472, -0.7982], [0.2251, -0.0280, -0.2037], [-0.3377, -0.8058, -0.0339], [-0.4199, -0.2220, -0.5474], [-0.8009, 0.1052, 0.9994], [0.1480, -0.0818, -0.1926], [0.9962, 0.1042, -0.3162], [-0.0034, -0.8581, 0.1640], [-0.1323, -0.1694, -0.4358], [0.5429, 0.8274, 0.5542], [-1.1817, 0.7372, 0.1049], [0.6893, 0.4446, 1.5967], [0.5422, 0.0232, -0.9828], [-0.9261, 2.3509, 0.1722], [0.3755, 0.3345, -0.1888], [-0.3572, -0.1526, -0.5448], [0.4590, -0.1749, 0.9433], [0.2061, 0.0666, -0.5880], [-0.4964, 0.7073, -0.4775], [-0.0682, -0.1765, 0.0283], [-0.1105, -0.2710, -0.1622], [-0.1234, -0.0684, -0.1078], [0.3226, -0.5087, -0.1736], [0.3523, -0.5788, -0.3751], [0.0905, 0.2344, -0.2537], [-0.0851, -0.5965, -0.3799], [0.2038, -0.6505, 0.7109], [-0.0488, -1.4496, -0.3617], [0.3207, 0.0489, 0.6682], [0.6316, 0.3465, -0.2695], [-0.7701, -0.4934, 0.1243], [-0.5724, -0.4903, 0.8360], [0.0240, 0.1378, -1.2115], [0.7711, -1.5538, -0.2473], [-0.1412, 1.4285, 0.6712], [1.2020, -1.9660, -0.8594], [-1.1279, -0.2555, 1.8686], [0.2623, 0.6374, -0.4450], [1.1087, -0.2868, -0.9893], [-2.7650, 1.4337, 0.4256], [0.7099, 0.0749, 0.0943], [-0.5064, 0.0819, 0.2846], [-0.3727, 0.4555, -0.6625], [-0.3457, 0.2058, 0.9241], [-0.0886, 0.3920, -0.3328], [-0.0757, -0.5139, 1.6056], [-0.3636, 0.3314, -0.8644], [-0.3820, 0.7131, -0.3789], [0.4204, 0.0967, -0.2027], [-0.0054, -0.1808, -0.0353], [0.7236, -0.5391, -0.3026], [-0.0808, -0.4159, 0.2082], [0.5473, -0.5452, 0.3588], [0.4938, 0.4049, 0.1070], [0.6576, 0.1111, -0.5362], [-0.3211, -0.2412, -0.6649], [0.1080, -0.1239, 1.4690], [1.1941, 0.1234, -2.4557], [0.2400, -0.5831, -0.3268], [0.0724, 1.6778, -0.6942], [-0.7282, -1.0966, 1.2476], [1.2145, 0.5543, -0.2234], [-1.0939, -1.1420, 0.2339], [-0.5556, 0.7491, -0.7836], [0.5131, -0.0878, 0.4466], [-0.5817, 0.0593, -0.4069], [-0.2908, 0.0223, -0.0683], [-0.0932, -0.8344, 0.7161], [-0.9408, 0.7165, 1.1666], [0.3310, -0.1908, 0.6449], [-0.0078, 0.0032, -0.4061], [0.5791, -0.2622, 0.3482], [0.0749, 0.2755, -0.7062], [0.1486, 0.5065, -0.3768], [-0.0793, -0.0609, -0.1905], [-0.2641, 0.4088, 0.1730], [0.3392, -0.1804, 0.0328], [0.1999, -0.1379, 0.4739], [-0.0202, -0.2890, 0.4084], [-1.4127, 0.5143, 0.1226], [-0.1836, -0.3672, -0.1624], [-0.3595, 2.6249, 0.5127], [0.0720, -1.3393, 0.7214], [-0.8986, 0.0362, 0.8278], [0.8953, 0.1389, -1.8660], [-1.5748, 0.1078, -0.8952], [0.9413, -0.4905, -0.0670], [-2.3549, 0.2780, 0.3817], [0.2101, 0.1216, -0.6904], [1.3559, -0.1925, 0.5599], [0.1390, -0.2352, -0.3501], [-0.0532, -1.4046, 0.2945], [-0.3625, -0.8255, -0.8354], [0.8596, 0.8210, 0.8685], [0.1107, 0.1927, -0.2763], [-0.0988, -0.2948, -0.0248], [0.0797, 0.2668, 0.3779], [0.2025, 0.4271, 0.2232], [0.2870, 0.0879, 0.1532], [0.4522, 0.1201, 0.3520], [-0.0635, 0.2596, 0.2281], [1.2234, -0.5740, 0.5068], [0.5454, -0.1542, -0.8309]],
  "largest_force_ev_per_a": 3.1,
  "molar_mass_g_mol": 1286.64,
  "de_lowest_kj_mol": 106.3,
  "energy_ha": -4516.59510,
  "orbital_gap_ev": 8.71
}